Molecular formula: C58H44IN4O5P2STa
Method: DFT, ωB97M-V/def2-TZVPD

Atoms and positions in Å:
Ta (-1.307, -0.218, -0.126)
O (-5.295, -1.560, 5.962)
C (-4.217, -1.345, 5.452)
O (-3.066, -1.079, 5.896)
C (-3.978, -1.184, 3.967)
C (-3.642, -2.251, 3.122)
C (-2.996, -2.016, 1.936)
N (-2.634, -0.773, 1.544)
C (-3.120, 0.257, 2.285)
C (-3.831, 0.114, 3.434)
C (-2.756, 1.574, 1.734)
O (-3.180, 2.662, 1.928)
O (-1.735, 1.360, 0.803)
H (-3.854, -3.269, 3.420)
H (-2.705, -2.830, 1.287)
H (-4.174, 0.988, 3.973)
C (6.013, 0.528, -0.641)
C (4.932, -0.560, -0.735)
C (5.584, -1.911, -1.078)
C (4.205, -0.696, 0.594)
C (4.879, -1.147, 1.727)
C (4.230, -1.370, 2.928)
C (2.861, -1.183, 3.011)
C (2.153, -0.712, 1.909)
P (0.351, -0.512, 2.075)
C (0.209, 1.036, 3.007)
C (-0.726, 1.242, 4.024)
C (-0.793, 2.473, 4.661)
C (0.056, 3.503, 4.284)
C (0.980, 3.304, 3.268)
C (1.061, 2.077, 2.631)
C (-0.104, -1.956, 3.061)
C (-0.362, -1.945, 4.426)
C (-0.678, -3.131, 5.081)
C (-0.690, -4.329, 4.391)
C (-0.389, -4.355, 3.031)
C (-0.110, -3.176, 2.370)
C (2.854, -0.422, 0.743)
O (2.091, 0.115, -0.279)
C (2.626, 0.142, -1.551)
C (1.721, 0.530, -2.537)
C (2.139, 0.542, -3.861)
C (3.445, 0.190, -4.174)
C (4.325, -0.155, -3.165)
C (3.938, -0.197, -1.824)
P (0.134, 1.224, -2.002)
C (0.664, 2.889, -1.460)
C (1.679, 3.514, -2.196)
C (2.092, 4.796, -1.878)
C (1.511, 5.474, -0.815)
C (0.524, 4.857, -0.065)
C (0.102, 3.574, -0.384)
C (-0.761, 1.387, -3.557)
C (-1.033, 2.625, -4.123)
C (-1.674, 2.690, -5.356)
C (-2.029, 1.527, -6.018)
C (-1.753, 0.285, -5.453)
C (-1.124, 0.215, -4.223)
H (6.755, 0.267, 0.113)
H (5.577, 1.491, -0.374)
H (6.531, 0.639, -1.594)
H (6.295, -2.207, -0.308)
H (6.132, -1.855, -2.018)
H (4.834, -2.699, -1.165)
H (5.941, -1.346, 1.660)
H (4.782, -1.716, 3.790)
H (2.341, -1.408, 3.933)
H (-1.394, 0.456, 4.347)
H (-1.508, 2.618, 5.460)
H (0.008, 4.456, 4.794)
H (1.649, 4.102, 2.975)
H (1.795, 1.933, 1.847)
H (-0.335, -1.034, 5.001)
H (-0.930, -3.099, 6.132)
H (-0.933, -5.247, 4.909)
H (-0.379, -5.294, 2.493)
H (0.119, -3.205, 1.310)
H (1.461, 0.850, -4.645)
H (3.777, 0.207, -5.202)
H (5.345, -0.405, -3.423)
H (2.147, 3.007, -3.029)
H (2.872, 5.265, -2.463)
H (1.835, 6.477, -0.569)
H (0.081, 5.366, 0.781)
H (-0.630, 3.103, 0.250)
H (-0.747, 3.538, -3.616)
H (-1.892, 3.653, -5.798)
H (-2.523, 1.583, -6.979)
H (-2.026, -0.623, -5.975)
H (-0.906, -0.756, -3.786)
S (-3.959, -3.506, -1.982)
C (-4.997, -2.299, -1.345)
C (-4.314, -1.262, -0.798)
C (-2.889, -1.415, -0.895)
C (-2.588, -2.611, -1.495)
C (-1.212, -3.051, -1.603)
C (-0.816, -4.219, -2.229)
C (0.527, -4.560, -2.242)
C (1.428, -3.722, -1.608)
C (0.959, -2.574, -1.003)
N (-0.334, -2.208, -0.998)
H (-6.067, -2.428, -1.406)
H (-4.810, -0.422, -0.334)
H (-1.556, -4.856, -2.694)
H (0.857, -5.470, -2.724)
H (2.484, -3.949, -1.566)
H (1.639, -1.942, -0.464)
I (-5.495, 2.319, -4.519)
C (-4.199, 2.098, -2.948)
C (-3.786, 3.064, -2.050)
N (-2.959, 2.472, -1.183)
N (-2.824, 1.152, -1.436)
C (-3.569, 0.931, -2.524)
H (-4.033, 4.109, -1.964)
H (-2.567, 2.872, -0.345)
H (-3.635, -0.049, -2.961)

Forces on atoms 1 to 3 (eV/Å):
Ta -1.5 -0.3 -1.1
O 0.1 -0.3 -0.2
C -0.3 0.7 0.3

## Properties
max |F| = 1.88 eV/A
orbital gap = 5.23 eV
charge = +2